Model a:
The following is a quantum chemistry calculation of 2 unconnected molecules or ions with the total composition C3H8FN2O, from the Open Molecules 2025 dataset.

Computed properties:
highest occupied orbital energy: -13.850 eV
gap between HOMO and LUMO: 10.32 eV
total charge: +1

Element x y z (Å)
F 0.745 -0.383 0.426
O -2.925 1.226 -0.515
N -1.823 -0.864 -0.031
N -0.962 0.744 -1.607
C 2.737 0.051 1.705
C -1.957 0.657 -0.776
C 2.111 0.013 0.506
H -1.372 -1.429 -0.723
H 2.128 -0.169 2.634
H 3.682 0.515 1.767
H -2.712 -1.160 0.314
H -1.219 -0.720 0.786
H -0.873 1.530 -2.259
H 2.637 -0.093 -0.472
H -0.197 0.083 -1.756



Model b:
The following is a quantum chemistry calculation of a gas-phase ion, C3H8FN2O (charge +1), from the Open Molecules 2025 dataset.

Computed properties:
SMILES string: NC(=O)[C@H](F)C[NH3+]
highest occupied orbital energy: -15.012 eV
gap between HOMO and LUMO: 11.73 eV
total charge: +1

Element x y z (Å)
F 0.008 1.688 -0.753
O -0.873 -1.284 -0.589
N 1.636 -0.655 -0.634
N -2.497 -0.077 0.195
C -1.176 -0.275 0.007
C -0.130 0.856 0.330
C 1.314 0.359 0.457
H 1.399 0.022 1.394
H 2.182 -0.202 -1.376
H 2.035 1.171 0.369
H 0.674 -1.188 -0.964
H -0.592 1.337 1.121
H 2.071 -1.547 -0.323
H -3.194 -0.712 -0.157
H -2.857 0.507 0.923



Quick one: most stable of them? model b



Model a:
The following is a quantum chemistry calculation of a molecular structure, C2H3N2OP, from the Open Molecules 2025 dataset.

Computed properties:
highest occupied orbital energy: -8.576 eV
gap between HOMO and LUMO: 8.36 eV
total charge: 0

Element x y z (Å)
P -0.393 1.362 -1.134
O -2.850 0.403 0.351
N 0.326 -1.064 0.035
N 0.682 0.000 -0.637
C -0.881 -1.041 0.481
C -1.735 0.037 0.211
H 0.156 2.220 -0.255
H -1.180 -1.870 0.980
H 1.661 -0.127 -0.765



Model b:
The following is a quantum chemistry calculation of a molecular structure, C2H3N2OP, from the Open Molecules 2025 dataset.

Computed properties:
highest occupied orbital energy: -9.963 eV
gap between HOMO and LUMO: 9.96 eV
total charge: 0

Element x y z (Å)
P -2.105 0.378 0.385
O 0.390 -0.871 0.798
N 0.474 0.746 -0.637
N 1.721 0.384 -0.442
C 1.732 -0.584 0.345
C -0.319 0.028 0.130
H 2.550 -0.871 0.941
H -2.063 1.393 -0.447
H -2.381 -0.604 -1.073



Quick one: most stable of them? model a



Model a:
The following is a quantum chemistry calculation of 2 unconnected molecules or ions with the total composition CH7N2O, from the Open Molecules 2025 dataset.

Computed properties:
highest occupied orbital energy: -16.188 eV
gap between HOMO and LUMO: 12.08 eV
total charge: +1

Element x y z (Å)
O -0.302 1.469 1.318
N -0.724 -1.245 -0.186
N 0.855 0.260 -0.846
C 0.294 -0.919 -0.976
H 0.377 -1.714 -1.714
H 1.855 0.437 -0.907
H -0.765 -0.778 0.718
H -1.119 -2.164 -0.291
H 0.573 0.734 0.035
H -0.474 2.148 0.660
H -0.569 1.772 2.190



Model b:
The following is a quantum chemistry calculation of 2 unconnected molecules or ions with the total composition CH7N2O, from the Open Molecules 2025 dataset.

Computed properties:
highest occupied orbital energy: -15.605 eV
gap between HOMO and LUMO: 10.72 eV
total charge: +1

Element x y z (Å)
O -2.301 0.322 1.193
N 1.129 0.765 -1.102
N 1.033 -1.020 0.464
C 0.509 -0.164 -0.427
H 0.803 1.737 -1.208
H 1.916 -1.450 0.225
H -0.533 -0.261 -0.516
H 2.175 0.754 -1.098
H -3.031 -0.205 0.870
H -2.197 0.946 0.442
H 0.497 -1.424 1.156



Quick one: most stable of them? model a



Model a:
The following is a quantum chemistry calculation of 10 unconnected molecules or ions with the total composition C6H35N2O9, from the Open Molecules 2025 dataset.

Computed properties:
highest occupied orbital energy: -11.173 eV
gap between HOMO and LUMO: 8.71 eV
total charge: +1

Element x y z (Å)
O 1.649 2.614 1.648
O 1.601 3.963 -3.130
O -1.067 1.190 -4.154
O 0.578 1.078 4.661
O -1.885 -0.802 3.701
O -2.541 0.130 -1.764
O 1.267 -3.023 2.483
O -2.056 -3.058 2.414
O 0.166 4.272 -0.885
N -1.016 0.128 0.844
N 0.633 -0.130 -1.738
C 1.093 0.386 -0.473
C -1.353 1.562 1.283
C 1.426 -1.080 -2.540
C 0.460 -0.331 0.727
C 0.638 -2.409 -2.447
C 1.122 -3.644 -1.583
H 0.999 4.255 -2.367
H 0.890 -4.459 -2.346
H 0.446 4.239 0.039
H -0.826 2.333 0.822
H 0.039 0.525 -2.419
H -1.112 1.579 2.386
H 0.971 0.077 1.744
H -2.006 0.115 -2.566
H 2.506 -1.080 -2.096
H 1.477 -0.755 -3.567
H -0.305 5.191 -1.046
H 0.638 -2.912 -3.501
H -0.443 2.007 -4.286
H -1.603 -0.010 -0.079
H 2.152 3.369 1.769
H -2.585 -3.393 1.699
H -2.456 1.741 1.099
H 0.383 -1.481 0.831
H -1.224 -3.310 2.511
H -3.488 0.039 -2.027
H 1.654 2.161 2.591
H -1.631 -1.515 4.243
H -1.458 -0.665 1.468
H 1.955 -3.071 1.961
H 0.074 0.520 4.106
H 1.535 -3.597 3.244
H -1.948 1.306 -4.569
H 1.088 1.592 -0.367
H 2.219 3.310 -2.779
H 0.272 -3.667 -0.817
H 0.012 1.588 5.212
H 2.219 0.216 -0.136
H -2.735 -1.085 3.308
H 1.971 -3.681 -1.083
H -0.396 -2.328 -2.030



Model b:
The following is a quantum chemistry calculation of 10 unconnected molecules or ions with the total composition C6H35N2O9, from the Open Molecules 2025 dataset.

Computed properties:
highest occupied orbital energy: -11.993 eV
gap between HOMO and LUMO: 9.51 eV
total charge: +1

Element x y z (Å)
O -3.711 0.448 2.341
O -2.224 2.513 1.518
O 1.690 2.928 -0.734
O 1.874 2.559 1.917
O -0.307 1.998 3.331
O 2.654 1.304 -2.634
O 2.267 -1.221 -3.437
O 0.199 -3.679 -0.269
O 2.224 -3.480 -2.012
N -0.076 -0.831 -0.275
N -1.392 -0.611 3.223
C -0.724 -0.211 0.886
C -0.699 -0.485 -1.587
C 1.382 -0.538 -0.288
C -0.658 -1.207 2.064
C -2.102 -1.109 -1.644
C -0.788 1.025 -1.880
H -0.980 0.290 3.468
H 0.534 2.165 2.808
H -1.233 1.588 -1.093
H 2.060 2.285 -1.356
H 2.270 -2.037 -2.892
H 2.422 0.390 -2.844
H 0.416 -1.394 2.364
H -1.895 2.888 0.726
H 1.975 3.805 -1.052
H -2.397 -0.470 2.966
H -2.864 -0.547 -1.106
H -1.306 -1.256 4.110
H -0.478 -4.044 -0.800
H 3.021 -3.964 -1.721
H -1.361 1.202 -2.756
H 2.780 2.361 2.126
H 1.921 -1.172 -1.152
H -0.309 0.749 1.167
H -3.387 1.226 2.011
H 0.219 1.418 -2.014
H -0.327 2.638 4.085
H 1.861 -0.826 0.644
H -4.592 0.337 1.927
H -1.074 -2.171 1.743
H -1.826 0.048 0.607
H -1.508 2.485 2.168
H 1.531 -3.533 -1.381
H 1.591 0.555 -0.440
H -2.049 -2.147 -1.275
H -2.443 -1.180 -2.687
H 0.001 -2.729 -0.223
H 3.515 1.490 -3.003
H 1.787 2.616 0.985
H -0.112 -0.998 -2.374
H 2.630 -1.469 -4.255



Quick one: most stable of them? model b



Model a:
The following is a quantum chemistry calculation of a single C3H4ClFO molecule, from the Open Molecules 2025 dataset.

Computed properties:
SMILES string: O=C[C@H](F)CCl
highest occupied orbital energy: -10.635 eV
gap between HOMO and LUMO: 10.87 eV
total charge: 0

Element x y z (Å)
Cl 2.430 -0.452 -0.583
F -0.426 1.692 -0.577
O -1.710 -1.444 -0.137
C -1.232 -0.529 -0.768
C -0.395 0.457 -0.036
C 1.109 0.076 0.548
H 1.042 -0.877 1.212
H 1.465 0.991 1.125
H -1.401 -0.381 -1.816
H -0.880 0.468 1.031



Model b:
The following is a quantum chemistry calculation of 2 unconnected molecules or ions with the total composition C3H4ClFO, from the Open Molecules 2025 dataset.

Computed properties:
highest occupied orbital energy: -10.722 eV
gap between HOMO and LUMO: 9.37 eV
total charge: 0

Element x y z (Å)
Cl 2.028 -0.039 0.401
F 0.286 -0.599 -1.559
O -0.142 -1.102 2.100
C -0.230 1.209 -0.250
C 0.385 -0.219 -0.223
C -0.234 -1.327 0.589
H -0.226 1.787 0.787
H -0.854 -2.389 -0.208
H -1.299 0.959 -0.583
H 0.286 1.720 -1.054



Model c:
The following is a quantum chemistry calculation of a molecular structure, C3H4ClFO, from the Open Molecules 2025 dataset.

Computed properties:
highest occupied orbital energy: -10.431 eV
gap between HOMO and LUMO: 10.40 eV
total charge: 0

Element x y z (Å)
Cl 0.467 -0.738 -2.300
F 1.208 -2.002 -0.339
O -1.034 -1.464 0.733
C 0.899 -0.816 -0.636
C -0.450 -0.554 0.120
C -0.658 1.008 0.639
H 1.838 -0.237 -0.633
H -1.721 1.678 0.158
H -0.738 1.240 1.762
H 0.189 1.885 0.495



Quick one: most stable of them? model a



Model a:
The following is a quantum chemistry calculation of 5 unconnected molecules or ions with the total composition C3H16O4S, from the Open Molecules 2025 dataset.

Computed properties:
SMILES string: CCCS.O.O.O.O
highest occupied orbital energy: -9.368 eV
gap between HOMO and LUMO: 9.96 eV
total charge: 0

Element x y z (Å)
S 2.335 -1.132 -0.606
O -1.388 -2.899 -0.279
O -1.337 1.416 -1.509
O -0.066 -0.987 -2.412
O -2.864 0.163 0.342
C 0.860 0.368 1.150
C 0.630 1.738 1.779
C 2.185 0.380 0.383
H 3.559 -1.545 -0.169
H -3.444 -0.089 -0.357
H 2.326 1.445 -0.175
H 2.939 0.416 1.256
H -0.561 -1.726 -1.996
H -1.984 1.840 -2.070
H -1.473 -3.616 0.353
H -1.117 0.557 -1.874
H -0.117 1.754 2.521
H 0.342 2.495 0.992
H 0.858 -0.905 -2.092
H 1.518 2.066 2.197
H -1.825 -2.165 0.108
H 1.017 -0.393 1.887
H -2.254 0.707 -0.088
H -0.138 0.107 0.659



Model b:
The following is a quantum chemistry calculation of 5 unconnected molecules or ions with the total composition C3H16O4S, from the Open Molecules 2025 dataset.

Computed properties:
SMILES string: CCSC.O.O.O.O
highest occupied orbital energy: -8.085 eV
gap between HOMO and LUMO: 8.40 eV
total charge: 0

Element x y z (Å)
S -0.540 2.716 1.248
O 2.901 -3.719 0.844
O -0.361 -3.011 -0.041
O -1.813 -0.674 -1.483
O 1.210 -1.190 1.810
C 0.489 1.808 0.072
C 0.491 2.300 -1.375
C -2.139 2.434 0.637
H 0.869 3.320 -1.445
H -1.104 -3.437 -0.469
H 1.969 -0.648 1.589
H -2.291 2.624 -0.427
H 1.511 1.668 0.407
H 3.631 -3.347 0.301
H -1.057 -1.205 -1.189
H 0.978 -1.568 0.950
H 1.116 1.640 -1.969
H -0.517 2.364 -1.778
H -0.044 0.860 0.186
H 2.695 -3.067 1.520
H -2.795 3.132 1.154
H -2.223 -1.116 -2.215
H -0.505 -3.283 0.879
H -2.471 1.401 0.796



Quick one: most stable of them? model b